Entry 1:
A molecular structure, C31H30ClF2N5O4V at a distorted geometry, computed with wB97M-V/def2-TZVPD.

XYZ file:
```
74
C31H30ClF2N5O4V (wB97M-V/def2-TZVPD)
V 0.487 0.168 0.053
F 5.519 -1.539 0.792
C 4.491 -0.748 1.177
C 3.412 -0.582 0.330
C 2.338 0.207 0.717
C 2.375 0.848 1.978
C 3.490 0.660 2.795
F 3.564 1.252 4.010
C 4.557 -0.132 2.418
C 1.233 1.715 2.227
C 1.046 2.564 3.318
C -0.006 3.462 3.319
C -0.836 3.516 2.200
C -0.635 2.604 1.188
N 0.340 1.694 1.201
H 3.407 -1.081 -0.633
H 5.405 -0.264 3.073
H 1.718 2.513 4.157
H -0.169 4.122 4.158
H -1.631 4.241 2.134
H -1.281 2.590 0.316
N -3.809 1.551 -3.921
C -2.704 1.586 -3.616
C -1.361 1.690 -3.194
C -0.432 2.494 -3.884
C 0.838 2.589 -3.337
C 1.134 1.940 -2.154
N 0.237 1.190 -1.484
C -0.975 1.051 -2.026
H -0.710 3.000 -4.796
H 1.597 3.184 -3.821
H 2.115 2.006 -1.702
H -1.664 0.415 -1.481
C 3.106 -4.387 -2.694
C 2.178 -3.342 -3.238
C 2.638 -2.455 -4.204
C 1.793 -1.515 -4.757
Cl 2.410 -0.372 -5.900
C 0.451 -1.478 -4.413
C -0.013 -2.346 -3.448
C 0.850 -3.238 -2.813
O 0.345 -4.022 -1.791
C 0.822 -3.723 -0.490
C 0.685 -2.240 -0.123
O 0.612 -1.890 1.067
O 0.715 -1.406 -1.053
H 3.780 -4.736 -3.475
H 2.535 -5.232 -2.317
H 3.716 -3.985 -1.884
H 3.675 -2.492 -4.507
H -0.206 -0.763 -4.882
H -1.044 -2.315 -3.128
H 1.885 -3.980 -0.371
H 0.244 -4.334 0.206
C -4.119 2.064 2.756
N -3.702 1.233 1.650
C -4.085 1.724 0.344
C -2.711 0.291 1.757
O -2.018 -0.015 0.788
N -2.538 -0.247 3.009
C -3.657 -0.698 3.812
C -1.326 -0.993 3.286
H -4.070 3.109 2.447
H -3.450 1.920 3.601
H -5.149 1.849 3.058
H -5.174 1.780 0.293
H -3.737 1.038 -0.424
H -3.669 2.720 0.151
H -4.599 -0.310 3.440
H -3.524 -0.383 4.850
H -3.705 -1.793 3.791
H -0.512 -0.632 2.660
H -1.455 -2.063 3.093
H -1.067 -0.848 4.337
```

Results
Max |F| = 2.92 eV Å⁻¹
E_HOMO (spin up / spin down) = -6.248 / -8.225 eV
Molar mass = 661.0 g mol⁻¹
Multiplicity = 4

=====

Entry 2:
A gas-phase ion, C7H15O2 (charge +1) at a distorted geometry, computed with wB97M-V/def2-TZVPD.

XYZ file:
```
24
C7H15O2 (wB97M-V/def2-TZVPD)
C 0.179 1.500 1.009
C 0.535 0.032 1.125
C 0.682 -0.854 -1.114
C 1.506 -0.241 2.266
C 1.464 -0.783 -2.358
C -0.583 -1.609 -1.122
C -2.208 1.664 -0.044
O 1.195 -0.270 -0.123
O -0.849 1.547 -0.354
H -0.396 1.893 1.834
H 1.003 2.129 0.696
H -0.374 -0.570 1.230
H 1.722 -1.305 2.321
H 1.056 0.067 3.205
H 2.435 0.304 2.126
H 2.425 -0.299 -2.196
H 0.886 -0.198 -3.078
H 1.607 -1.767 -2.803
H -1.436 -0.926 -1.124
H -0.683 -2.240 -0.238
H -0.651 -2.226 -2.010
H -2.751 0.815 -0.478
H -2.399 1.673 1.029
H -2.598 2.593 -0.466
```

Results
Charge = +1
Max |F| = 4.43 eV Å⁻¹
E_HOMO = -13.604 eV
Molar mass = 131.2 g mol⁻¹
Energy above the lowest of the compared OMol25 structures with the same formula, charge and spin = 90.93 kJ/mol

=====

Entry 3:
2 unconnected molecules or ions with the total composition C4H12 at a distorted geometry, computed with wB97M-V/def2-TZVPD.

XYZ file:
```
16
C4H12 (wB97M-V/def2-TZVPD)
C -1.408 -2.133 1.001
C -2.136 -0.926 0.428
H -0.337 -2.064 0.838
H -1.578 -2.197 2.084
H -1.867 -3.058 0.634
H -1.993 -0.869 -0.664
H -1.647 -0.026 0.807
H -3.227 -0.938 0.410
C 2.311 1.001 -0.585
C 1.263 2.059 -0.824
H 2.547 0.345 -1.420
H 3.217 1.506 -0.232
H 1.960 0.349 0.223
H 0.795 2.528 0.046
H 0.350 1.775 -1.355
H 1.621 2.844 -1.509
```

Results
Charge = -1
Max |F| = 2.03 eV Å⁻¹
E_HOMO (spin up / spin down) = 1.515 / -7.595 eV
Molar mass = 60.1 g mol⁻¹
Energy above the lowest of the compared OMol25 structures with the same formula, charge and spin = 36.44 kJ/mol
Multiplicity = 2

=====

Entry 4:
A molecular structure, C28H30ClN3PReS at a distorted geometry, computed with wB97M-V/def2-TZVPD.

XYZ file:
```
65
C28H30ClN3PReS (wB97M-V/def2-TZVPD)
Re -0.028 -0.366 -1.108
N 2.081 -0.991 -1.119
C 2.839 -0.701 0.118
C 4.221 -0.751 0.078
C 4.941 -0.635 1.259
C 4.274 -0.516 2.472
C 2.890 -0.444 2.499
C 2.159 -0.489 1.313
P 0.364 -0.285 1.234
C -0.211 1.166 2.103
C 0.179 1.496 3.403
C -0.348 2.624 4.011
C -1.258 3.427 3.333
C -1.657 3.096 2.045
C -1.138 1.969 1.433
C -0.381 -1.798 1.804
C -0.607 -2.741 0.798
C -1.091 -4.000 1.103
C -1.344 -4.313 2.436
C -1.131 -3.375 3.440
C -0.652 -2.108 3.131
H 2.044 -2.006 -1.221
H 2.606 -0.664 -1.927
H 4.739 -0.919 -0.862
H 6.022 -0.674 1.233
H 4.833 -0.481 3.399
H 2.389 -0.368 3.453
H 0.885 0.893 3.955
H -0.047 2.876 5.020
H -1.659 4.310 3.813
H -2.371 3.720 1.521
H -1.461 1.703 0.433
H -0.384 -2.495 -0.259
H -1.263 -4.737 0.328
H -1.710 -5.299 2.690
H -1.340 -3.632 4.471
H -0.510 -1.373 3.915
C 0.066 2.087 -4.733
N 1.431 2.048 -4.181
C 1.753 1.884 -2.919
S 0.507 1.824 -1.645
N 3.019 1.879 -2.530
C 4.153 2.140 -3.427
H 0.143 2.121 -5.815
H -0.468 2.969 -4.387
H -0.485 1.192 -4.454
H 2.179 2.256 -4.829
H 3.183 1.934 -1.535
H 4.175 1.414 -4.241
H 5.073 2.046 -2.859
H 4.102 3.151 -3.836
Cl -3.293 2.039 -1.449
C -3.899 0.496 -1.035
C -5.134 0.395 -0.453
C -5.623 -0.868 -0.116
C -4.866 -2.044 -0.364
C -3.636 -1.949 -0.929
C -3.118 -0.684 -1.339
C -1.910 -0.600 -2.105
H -5.718 1.284 -0.256
H -6.597 -0.950 0.351
H -5.281 -3.011 -0.115
H -3.060 -2.845 -1.128
H -1.903 0.229 -2.817
H -1.668 -1.555 -2.601
```

Results
Charge = +3
Max |F| = 1.61 eV Å⁻¹
E_HOMO (spin up / spin down) = -17.120 / -17.065 eV
Molar mass = 693.3 g mol⁻¹
Energy above the lowest of the compared OMol25 structures with the same formula, charge and spin = 38.02 kJ/mol
Multiplicity = 2

=====

Entry 5:
A single C4H7NOS molecule at a distorted geometry, computed with wB97M-V/def2-TZVPD.

XYZ file:
```
14
C4H7NOS (wB97M-V/def2-TZVPD)
C 1.445 -0.265 0.779
C 1.025 0.954 0.010
C -0.303 0.960 -0.618
C -1.616 -1.190 -0.228
H 2.561 -0.163 0.638
H 0.964 -0.478 1.742
H 1.113 -1.080 0.132
H -0.715 1.975 -0.609
H -0.203 0.587 -1.746
H -1.511 0.434 0.918
H -2.398 -1.597 0.401
N -1.170 0.022 0.107
O 1.811 1.935 -0.057
S -1.003 -2.094 -1.469
```

Results
Max |F| = 4.55 eV Å⁻¹
E_HOMO = -8.802 eV
SMILES = CC(=O)CNC=S
Molar mass = 117.2 g mol⁻¹
Energy above the lowest of the compared OMol25 structures with the same formula, charge and spin = 115.91 kJ/mol

=====

Entry 6:
3 unconnected molecules or ions with the total composition C13H19B4F16NO6 at a distorted geometry, computed with wB97M-V/def2-TZVPD.

XYZ file:
```
59
C13H19B4F16NO6 (wB97M-V/def2-TZVPD)
C 5.519 -0.535 -2.043
C 4.125 -0.552 -2.688
C 2.980 -0.627 -1.649
B 1.713 -1.373 -2.178
O 1.722 -2.769 -2.293
B 0.568 -3.341 -1.782
O -0.643 -2.780 -2.166
B -0.619 -1.389 -1.999
B -1.826 -0.630 -1.052
N -2.946 0.067 -1.618
O -1.747 -0.648 0.331
O 0.510 -0.725 -2.478
H 5.477 -0.032 -1.072
H 5.907 -1.547 -1.906
H 6.234 0.019 -2.658
H 4.054 -1.396 -3.383
H 4.006 0.361 -3.279
H 2.722 0.376 -1.294
H 3.341 -1.201 -0.783
H 0.623 -4.166 -0.929
H -3.667 0.250 -0.924
H -3.372 -0.437 -2.386
H -0.883 -0.886 0.668
C 0.227 -2.508 4.917
C -0.872 -2.814 5.942
C -1.022 -4.258 6.437
F -1.297 -5.096 5.420
F -2.046 -4.305 7.313
F -2.058 -2.348 5.513
F -0.520 -2.109 7.061
O -0.142 -2.457 3.550
C -0.147 -3.552 2.739
C -1.553 -3.890 2.212
F -2.409 -4.073 3.233
F -1.472 -5.037 1.503
F 0.443 -4.614 3.301
F 0.588 -3.229 1.636
H 0.523 -1.485 5.143
H 1.096 -3.147 5.075
H -0.108 -4.584 6.940
H -1.915 -3.086 1.567
C -1.308 4.183 -0.942
C -2.668 4.318 -1.640
C -2.848 3.631 -2.997
F -1.984 4.112 -3.912
F -4.104 3.873 -3.438
F -3.034 5.612 -1.717
F -3.555 3.679 -0.816
O -0.377 5.240 -1.087
C 0.526 5.304 -2.107
C 0.307 6.532 -3.007
F -0.946 6.556 -3.494
F 1.172 6.462 -4.043
F 0.577 4.170 -2.821
F 1.751 5.479 -1.547
H -1.554 4.198 0.118
H -0.857 3.214 -1.163
H -2.709 2.552 -2.890
H 0.496 7.443 -2.436
```

Results
Max |F| = 1.14 eV Å⁻¹
E_HOMO = -10.575 eV
SMILES = FC(F)C(F)(F)COC(F)(F)C(F)F.FC(F)C(F)(F)COC(F)(F)C(F)F.CCCB1OBOB(B(N)O)O1
Molar mass = 632.5 g mol⁻¹

=====

Question: Look up the molar mass of the fourth one.
Answer: 693.3 g mol⁻¹